Here is a 13-piece molecular cluster, C52H140N10O16 overall at a distorted geometry from the Open Molecules 2025 dataset. Energies are from the ωB97M-V functional and the def2-TZVPD basis.

Geometry as ORCA input:
```
! wB97M-V def2-TZVPD RIJCOSX def2/J DEFGRID3
* xyz 0 1
C 3.05411 3.74757 -2.57880
O 4.38409 3.48029 -3.02806
C 5.30861 4.30821 -2.35991
C 6.67733 4.02336 -2.97720
N 7.78420 4.30272 -2.08743
C 8.06431 5.65740 -1.61437
C 9.39928 5.75325 -0.90351
O 9.28892 5.10703 0.35425
C 10.54156 4.96602 0.96279
H 2.41284 3.02567 -3.07537
H 2.80045 4.76145 -2.90724
H 3.07160 3.74927 -1.48573
H 5.23455 4.12161 -1.28009
H 5.01582 5.36550 -2.43042
H 6.66973 4.64485 -3.88344
H 6.70665 2.97867 -3.27759
H 8.58299 3.71296 -2.24790
H 7.28536 5.87177 -0.87719
H 7.99564 6.32428 -2.48077
H 9.53809 6.82165 -0.71509
H 10.13607 5.22715 -1.51787
H 10.36187 4.59551 1.97184
H 11.10522 5.90125 1.07271
H 11.23652 4.29209 0.44928
C -1.18167 2.45033 5.57579
O 0.07111 2.86637 6.06534
C 0.00367 2.81262 7.50524
C 1.37583 3.26297 7.99967
N 2.46069 2.63360 7.27926
C 3.70715 3.35169 7.52010
C 4.92997 2.47713 7.12708
O 5.03741 2.40162 5.73304
C 6.13946 1.68553 5.25464
H -1.30280 1.37442 5.74105
H -1.13996 2.53860 4.48643
H -2.09096 2.97954 5.87651
H -0.33856 1.90230 8.00787
H -0.79642 3.51960 7.75037
H 1.40956 3.09597 9.07830
H 1.39502 4.34995 7.82717
H 2.27374 2.74028 6.28874
H 3.85158 3.68626 8.54864
H 3.84888 4.28298 6.95738
H 5.02142 1.52305 7.66378
H 5.84404 2.90395 7.57464
H 6.48283 1.94589 4.25823
H 6.01025 0.58966 5.22935
H 6.98009 1.56279 5.95298
C 1.43364 0.74060 2.96388
O 1.13632 0.36712 1.65351
C 0.91926 1.47069 0.82929
C 0.75154 1.10741 -0.63401
N -0.56847 0.51824 -0.83887
C -0.82019 0.08977 -2.20786
C -2.20986 -0.54765 -2.38436
O -2.39653 -1.14405 -3.64460
C -3.65917 -1.72865 -3.76049
H 1.57126 -0.06439 3.68315
H 0.73202 1.46146 3.41298
H 2.29563 1.38494 3.20890
H 1.83463 2.07773 0.79618
H 0.07465 2.07917 1.16690
H 1.57307 0.54818 -1.09826
H 0.75393 2.06501 -1.16439
H -0.68805 -0.34631 -0.32766
H -0.06902 -0.60196 -2.61399
H -0.78213 0.94154 -2.88937
H -2.91571 0.29259 -2.31111
H -2.47605 -1.24971 -1.58764
H -4.34109 -1.89706 -2.91791
H -3.63935 -2.66429 -4.32261
H -4.33590 -1.09191 -4.35015
C -1.16045 -8.51576 -1.84113
C -2.59669 -8.78366 -1.40969
C -3.33315 -7.54890 -0.87395
O -3.22662 -6.50419 -1.79283
C -3.96576 -5.34726 -1.61427
N -3.38036 -9.30801 -2.53976
H -0.66589 -9.45882 -2.09582
H -0.49326 -8.02990 -1.12690
H -1.14265 -7.95233 -2.77496
H -2.75715 -9.51334 -0.61218
H -2.84665 -7.25253 0.06732
H -4.37519 -7.81212 -0.66447
H -3.82081 -4.78874 -2.54290
H -3.73024 -4.71646 -0.75018
H -5.05920 -5.46696 -1.60813
H -2.76793 -10.09810 -2.73417
H -3.44609 -8.70470 -3.34815
C -1.98973 -1.16990 3.98300
C -3.50790 -1.47703 3.94853
C -3.91099 -2.51759 4.94655
O -3.44287 -2.29564 6.25689
C -4.35508 -1.89579 7.24326
N -4.32601 -0.28012 4.20639
H -1.53367 -1.87519 3.28198
H -1.56941 -1.39909 4.96230
H -1.67482 -0.17641 3.67042
H -3.77892 -1.76453 2.93167
H -3.40179 -3.42302 4.59094
H -4.97539 -2.74046 4.84665
H -3.83238 -1.78951 8.19701
H -5.03555 -2.72134 7.48188
H -4.90697 -0.96397 7.10483
H -4.26998 0.14754 5.12060
H -4.26372 0.48346 3.54458
C -2.96031 2.36206 0.09872
C -4.18710 2.89630 0.88030
C -4.98263 4.01358 0.15322
O -6.06683 3.57118 -0.67322
C -5.62379 3.08596 -1.93224
N -5.04559 1.70087 1.07748
H -2.21225 3.15172 0.21169
H -3.21538 1.97770 -0.88130
H -2.51455 1.59924 0.73765
H -3.85045 3.35232 1.81184
H -4.36669 4.70502 -0.42912
H -5.39907 4.59403 0.97921
H -5.28023 2.05464 -1.81225
H -5.01475 3.81521 -2.46719
H -6.59695 2.97127 -2.42299
H -5.19353 1.24849 0.18480
H -5.94791 2.07429 1.35897
C 4.43751 3.70037 1.62006
C 3.94672 5.03578 2.15431
C 2.73480 5.10036 3.07008
O 1.59728 4.53066 2.42026
C 0.40503 4.84024 3.13177
N 5.08994 5.53739 2.94147
H 4.83161 3.06308 2.41810
H 5.22947 3.79909 0.87842
H 3.66578 3.05197 1.19910
H 3.71819 5.67086 1.28902
H 2.47790 6.09085 3.46128
H 2.99814 4.56683 3.99397
H -0.29407 4.04728 2.87361
H 0.05829 5.81232 2.76140
H 0.52817 4.98285 4.20739
H 5.95564 5.31279 2.46898
H 5.11724 6.52720 3.14875
C -3.38762 -3.14984 -8.74140
C -2.90002 -3.44962 -7.30771
C -2.00652 -4.68761 -7.29863
O -1.28498 -4.85928 -6.08644
C -2.03281 -5.41543 -5.02734
N -2.23944 -2.21086 -6.92164
H -3.96205 -2.22016 -8.72357
H -4.11930 -3.90334 -9.04268
H -2.63106 -2.89746 -9.48184
H -3.72468 -3.65955 -6.61327
H -1.16991 -4.48312 -7.97238
H -2.49431 -5.63536 -7.54556
H -2.32339 -6.44249 -5.29593
H -3.04981 -5.00071 -4.97888
H -1.55890 -5.36179 -4.05446
H -2.62246 -1.30514 -7.14909
H -1.86063 -2.23052 -5.98553
C 1.77391 -4.45455 0.37872
C 0.89045 -3.41928 1.03537
C 0.19771 -2.46271 -0.00293
O -0.89843 -3.13939 -0.61754
C -0.62503 -3.48167 -1.96224
N -0.15007 -4.10865 1.79467
H 1.26316 -5.17618 -0.25630
H 2.36189 -4.92196 1.16966
H 2.52235 -3.89423 -0.19210
H 1.56602 -2.90869 1.72467
H 0.95386 -1.97901 -0.62796
H -0.24357 -1.63447 0.54897
H 0.18525 -4.20953 -2.06862
H -0.29854 -2.65251 -2.59577
H -1.56903 -3.83315 -2.37627
H -0.77440 -3.42000 2.21110
H -0.78879 -4.49017 1.09866
C 3.94406 -1.00314 1.52054
C 5.37206 -0.81143 1.02387
C 6.32297 -0.49478 2.19417
O 6.32127 -1.53488 3.13160
C 7.50567 -1.61607 3.91033
N 5.69288 -2.05601 0.29236
H 3.93618 -1.87967 2.17046
H 3.23238 -1.18147 0.71603
H 3.65696 -0.08639 2.03416
H 5.42252 0.09208 0.41038
H 6.01612 0.41039 2.72930
H 7.30996 -0.33429 1.73990
H 7.88312 -0.72064 4.41025
H 8.29657 -2.03423 3.27955
H 7.36708 -2.35351 4.70118
H 6.71490 -2.06195 0.23811
H 5.58308 -2.80403 0.97704
C -2.34206 1.92737 -4.96070
C -2.88558 3.19873 -5.60518
O -3.51348 2.82221 -6.80709
H -1.61618 1.42500 -5.60011
H -3.14734 1.21789 -4.76163
H -1.94110 2.16050 -3.97399
H -2.06560 3.92095 -5.65146
H -3.63167 3.55462 -4.88484
H -4.18910 3.47487 -7.01463
C -6.18281 -0.99531 -7.16701
C -5.53991 0.31464 -7.49565
O -4.12182 0.12458 -7.34193
H -7.26619 -0.95932 -7.33469
H -6.09213 -1.34171 -6.13836
H -5.89339 -1.82377 -7.81479
H -5.92636 1.07100 -6.80267
H -5.72407 0.70417 -8.50026
H -3.77363 1.03582 -7.32717
C -6.83366 -2.77528 -1.00607
C -7.86374 -3.72681 -0.38342
O -8.83689 -3.01995 0.40072
H -5.91588 -2.66120 -0.43021
H -7.32039 -1.79914 -1.07113
H -6.56912 -2.97456 -2.04535
H -7.44992 -4.58437 0.14602
H -8.53009 -4.05925 -1.18583
H -9.72345 -3.33183 0.22760
*
```

Results
HOMO-LUMO gap: 8.4 eV
HOMO energy: -8.044 eV
F_max: 0.058 hartree/bohr
ΔE to the lowest compared entry with this formula, charge and spin: 1.3653 eV
energy: -3816.138986 Eh

Here are the Löwdin charges for atoms 1 to 99, given in e: C -0.089; O -0.196; C -0.248; C -0.194; N -0.081; C -0.200; C -0.224; O -0.185; C -0.136; H 0.086; H 0.087; H 0.077; H 0.098; H 0.120; H 0.114; H 0.124; H 0.105; H 0.116; H 0.119; H 0.128; H 0.126; H 0.088; H 0.086; H 0.086; C -0.132; O -0.201; C -0.205; C -0.226; N -0.042; C -0.200; C -0.241; O -0.169; C -0.134; H 0.086; H 0.062; H 0.094; H 0.124; H 0.117; H 0.121; H 0.116; H 0.098; H 0.115; H 0.118; H 0.122; H 0.114; H 0.075; H 0.077; H 0.087; C -0.134; O -0.171; C -0.219; C -0.186; N -0.044; C -0.196; C -0.222; O -0.176; C -0.123; H 0.100; H 0.071; H 0.085; H 0.102; H 0.118; H 0.124; H 0.112; H 0.062; H 0.108; H 0.093; H 0.102; H 0.121; H 0.080; H 0.069; H 0.077; C -0.058; C -0.425; C -0.214; O -0.190; C -0.126; N 0.031; H 0.073; H 0.075; H 0.070; H 0.136; H 0.127; H 0.125; H 0.068; H 0.093; H 0.085; H 0.066; H 0.065; C -0.040; C -0.403; C -0.221; O -0.174; C -0.121; N 0.038; H 0.045; H 0.076; H 0.059; H 0.135